Record 1
ORCA calculation (ωB97M-V with the def2-TZVPD basis set) on an isolated molecule of C6H4O2 at a distorted geometry.

The value obtained for the maximum force is 3.9 eV/A. As for the spin multiplicity: 1. The value obtained for the frontier orbital gap is 9.01 eV. As for the electronic energy: -10378.211 eV. The SMILES is C#Cc1coc(O)c1. As for the charge: 0. The highest occupied orbital energy is -8.47 eV.

Last columns: bonded neighbours and bond lengths (Å).
CARTESIAN COORDINATES (ANGSTROEM)
1 C -3.3561 -0.4363 0.1375  C2 1.210, H9 1.098
2 C -2.1809 -0.2051 -0.0325  C1 1.210, C3 1.383
3 C -0.8365 0.0787 -0.1926  C2 1.383, C4 1.406, C8 1.463
4 C -0.1288 1.2772 0.0060  C3 1.406, O5 1.308, H10 1.086
5 O 1.1607 1.0731 -0.0713  C4 1.308, C6 1.350
6 C 1.4111 -0.2532 -0.0619  O5 1.350, O7 1.341, C8 1.345
7 O 2.6811 -0.6485 0.1059  C6 1.341, H11 0.982
8 C 0.2401 -0.9110 -0.1351  C3 1.463, C6 1.345, H12 1.099
9 H -4.3687 -0.2768 0.5301  C1 1.098
10 H -0.5699 2.2269 0.2947  C4 1.086
11 H 3.0351 -0.6856 1.0209  O7 0.982
12 H 0.2769 -1.9634 -0.4506  C8 1.099

Atom charges from the Löwdin analysis, given in e for atoms 1 to 4: number 1, C, carries 0.11; number 2, C, carries -0.12; number 3, C, carries -0.22; number 4, C, carries -0.07



Record 2
ORCA calculation (ωB97M-V with the def2-TZVPD basis set) on a 11-piece molecular cluster, C66H165N11O22 overall at a distorted geometry.

The value obtained for the maximum force is 3.0 eV/A. As for the spin multiplicity: 2. The value obtained for the frontier orbital gap (spin up / spin down) is 8.71 / 3.32 eV. As for the electronic energy: -132527.177 eV. As for the charge: +1. The highest occupied orbital energy (spin up / spin down) is -10.11 / -10.11 eV.

Last columns: bonded neighbours and bond lengths (Å).
CARTESIAN COORDINATES (ANGSTROEM)
1 C 1.1039 5.3324 -2.2547  O2 1.437, H10 1.090, H11 1.090, H12 1.090
2 O -0.1674 5.8737 -2.6505  C1 1.437, C3 1.426
3 C -0.3009 7.2668 -2.3740  O2 1.426, C4 1.544, H13 1.090, H14 1.090
4 C -1.6923 7.8019 -2.7748  C3 1.544, N5 1.476, H15 1.090, H16 1.090
5 N -2.7965 7.3592 -1.9009  C4 1.476, C6 1.462, H17 1.010
6 C -3.0857 5.9443 -2.1314  N5 1.462, C7 1.550, H18 1.090, H19 1.090
7 C -4.3614 5.3284 -1.5027  C6 1.550, O8 1.433, H20 1.090, H21 1.090
8 O -4.0461 5.0141 -0.1407  C7 1.433, C9 1.415
9 C -5.2032 4.5157 0.5039  O8 1.415, H22 1.090, H23 1.090, H24 1.090
10 H 1.3718 5.3838 -1.1994  C1 1.090
11 H 1.8023 5.9443 -2.8255  C1 1.090
12 H 1.3471 4.3253 -2.5935  C1 1.090
13 H 0.3924 7.7971 -3.0268  C3 1.090
14 H -0.0683 7.4797 -1.3306  C3 1.090
15 H -1.9286 7.4409 -3.7758  C4 1.090
16 H -1.7315 8.8891 -2.7082  C4 1.090
17 H -2.6653 7.4608 -0.9046  N5 1.010
18 H -2.2801 5.3921 -1.6476  C6 1.090
19 H -3.0726 5.5851 -3.1604  C6 1.090
20 H -4.6432 4.4196 -2.0345  C7 1.090
21 H -5.2555 5.9510 -1.5332  C7 1.090
22 H -4.9503 4.3108 1.5442  C9 1.090
23 H -5.5286 3.5603 0.0922  C9 1.090
24 H -6.0246 5.2318 0.5296  C9 1.090
25 C -2.0908 -9.2319 8.2320  O26 1.465, H34 1.090, H35 1.090, H36 1.090
26 O -0.8901 -8.6520 7.6252  C25 1.465, C27 1.438
27 C 0.1229 -8.3176 8.5894  O26 1.438, C28 1.499, H37 1.090, H38 1.090
28 C 1.3663 -7.8401 7.9010  C27 1.499, N29 1.476, H39 1.090, H40 1.090
29 N 1.2830 -6.6456 7.0380  C28 1.476, C30 1.451, H41 1.010
30 C 2.4622 -6.5491 6.1978  N29 1.451, C31 1.522, H42 1.090, H43 1.090
31 C 2.4031 -5.4600 5.1363  C30 1.522, O32 1.396, H44 1.090, H45 1.090
32 O 3.5250 -5.3626 4.3118  C31 1.396, C33 1.435
33 C 4.4238 -4.4569 4.9689  O32 1.435, H46 1.090, H47 1.090, H48 1.090
34 H -2.8413 -9.6246 7.5459  C25 1.090
35 H -2.5832 -8.4627 8.8271  C25 1.090
36 H -1.9135 -10.0365 8.9456  C25 1.090
37 H 0.3491 -9.2316 9.1385  C27 1.090
38 H -0.2601 -7.5845 9.2993  C27 1.090
39 H 1.7709 -8.6800 7.3363  C28 1.090
40 H 2.0667 -7.6213 8.7070  C28 1.090
41 H 0.4167 -6.7131 6.5231  N29 1.010
42 H 2.5866 -7.4283 5.5657  C30 1.090
43 H 3.3338 -6.5538 6.8524  C30 1.090
44 H 2.0454 -4.5593 5.6354  C31 1.090
45 H 1.5014 -5.7558 4.6000  C31 1.090
46 H 5.3212 -4.3206 4.3655  C33 1.090
47 H 4.7242 -4.8310 5.9477  C33 1.090
48 H 4.1083 -3.4202 5.0860  C33 1.090
49 C -1.4557 5.7510 -8.1596  O50 1.419, H58 1.090, H59 1.090, H60 1.090
50 O -0.2559 5.3912 -7.4934  C49 1.419, C51 1.408
51 C -0.3628 4.2439 -6.6846  O50 1.408, C52 1.570, H61 1.090, H62 1.090
52 C 1.0999 3.9687 -6.1846  C51 1.570, N53 1.469, H63 1.090, H64 1.090
53 N 1.8556 3.4171 -7.3167  C52 1.469, C54 1.473, H65 1.010
54 C 3.3144 3.4967 -7.1316  N53 1.473, C55 1.523, H66 1.090, H67 1.090
55 C 3.8742 2.7859 -5.9063  C54 1.523, O56 1.466, H68 1.090, H69 1.090
56 O 3.5038 3.4182 -4.6372  C55 1.466, C57 1.438
57 C 4.1533 2.8364 -3.4938  O56 1.438, H70 1.090, H71 1.090, H72 1.090
58 H -2.0505 6.3734 -7.4911  C49 1.090
59 H -1.9158 4.8476 -8.5598  C49 1.090
60 H -1.2785 6.3779 -9.0335  C49 1.090
61 H -0.7530 3.3901 -7.2386  C51 1.090
62 H -0.9880 4.4717 -5.8213  C51 1.090
63 H 1.0814 3.3027 -5.3220  C52 1.090
64 H 1.5049 4.9243 -5.8516  C52 1.090
65 H 1.5317 3.9766 -8.0927  N53 1.010
66 H 3.5998 4.5485 -7.1131  C54 1.090
67 H 3.8404 3.0860 -7.9935  C54 1.090
68 H 4.9586 2.7072 -5.9847  C55 1.090
69 H 3.5152 1.7571 -5.8802  C55 1.090
70 H 3.8352 3.2888 -2.5546  C57 1.090
71 H 5.2264 3.0278 -3.4901  C57 1.090
72 H 3.9039 1.7753 -3.4874  C57 1.090
73 C -8.9366 8.9798 -4.1348  O74 1.411, H82 1.090, H83 1.090, H84 1.090
74 O -7.8924 8.9474 -5.0828  C73 1.411, C75 1.415
75 C -6.7269 9.5699 -4.5773  O74 1.415, C76 1.555, H85 1.090, H86 1.090
76 C -5.4247 9.3434 -5.3968  C75 1.555, N77 1.479, H87 1.090, H88 1.090
77 N -5.3590 8.0151 -6.0430  C76 1.479, C78 1.453, H89 1.010
78 C -5.0846 6.8900 -5.1650  N77 1.453, C79 1.538, H90 1.090, H91 1.090
79 C -5.0592 5.5123 -5.8486  C78 1.538, O80 1.427, H92 1.090, H93 1.090
80 O -4.7229 4.5467 -4.8531  C79 1.427, C81 1.435
81 C -4.3145 3.3003 -5.4346  O80 1.435, H94 1.090, H95 1.090, H96 1.090
82 H -9.6700 8.1803 -4.2393  C73 1.090
83 H -9.4712 9.9182 -3.9871  C73 1.090
84 H -8.5750 8.5883 -3.1840  C73 1.090
85 H -6.2961 9.1822 -3.6542  C75 1.090
86 H -6.9817 10.6296 -4.5614  C75 1.090
87 H -4.5451 9.5762 -4.7965  C76 1.090
88 H -5.5164 9.9424 -6.3028  C76 1.090
89 H -6.3221 7.7850 -6.2418  N77 1.010
90 H -5.8614 6.8182 -4.4038  C78 1.090
91 H -4.1429 7.1351 -4.6739  C78 1.090
92 H -4.3691 5.5765 -6.6898  C79 1.090
93 H -6.0406 5.3170 -6.2809  C79 1.090
94 H -3.4261 3.3409 -6.0648  C81 1.090
95 H -5.1205 2.6867 -5.8370  C81 1.090
96 H -3.9785 2.7014 -4.5881  C81 1.090
97 C 3.5576 -2.8052 -1.4216  O98 1.415, H106 1.090, H107 1.090, H108 1.090
98 O 4.8147 -3.3681 -1.7473  C97 1.415, C99 1.391
99 C 5.3662 -4.0811 -0.6878  O98 1.391, C100 1.542, H109 1.090, H110 1.090
100 C 6.0177 -3.2273 0.4183  C99 1.542, N101 1.436, H111 1.090, H112 1.090
101 N 7.0086 -2.3922 -0.2008  C100 1.436, C102 1.470, H113 1.010
102 C 8.2566 -3.0931 -0.5368  N101 1.470, C103 1.546, H114 1.090, H115 1.090
103 C 9.0194 -2.1065 -1.4500  C102 1.546, O104 1.457, H116 1.090, H117 1.090
104 O 8.3569 -2.0122 -2.7447  C103 1.457, C105 1.393
105 C 9.0788 -1.3130 -3.7088  O104 1.393, H118 1.090, H119 1.090, H120 1.090
106 H 3.5838 -1.8053 -0.9884  C97 1.090
107 H 2.8370 -3.4303 -0.8942  C97 1.090
108 H 3.0444 -2.5972 -2.3604  C97 1.090
109 H 6.0258 -4.7979 -1.1770  C99 1.090
110 H 4.5848 -4.7209 -0.2777  C99 1.090
111 H 6.4844 -3.8525 1.1794  C100 1.090
112 H 5.2620 -2.5455 0.8082  C100 1.090
113 H 6.6557 -1.9654 -1.0454  N101 1.010
114 H 8.1189 -4.0604 -1.0200  C102 1.090
115 H 8.7428 -3.3474 0.4051  C102 1.090
116 H 10.0241 -2.5115 -1.5711  C103 1.090
117 H 9.0530 -1.1376 -0.9518  C103 1.090
118 H 9.2821 -1.8188 -4.6527  C105 1.090
119 H 10.0654 -0.9845 -3.3819  C105 1.090
120 H 8.5096 -0.4027 -3.8968  C105 1.090
121 C -6.2586 -6.2298 3.4113  O122 1.402, H130 1.090, H131 1.090, H132 1.090
122 O -4.9267 -6.5155 3.0799  C121 1.402, C123 1.418
123 C -4.5458 -6.3347 1.7262  O122 1.418, C124 1.562, H133 1.090, H134 1.090
124 C -4.3105 -4.8131 1.4657  C123 1.562, N125 1.443, H135 1.090, H136 1.090
125 N -3.2798 -4.1800 2.2527  C124 1.443, C126 1.465, H137 1.010
126 C -3.2064 -2.7342 2.0295  N125 1.465, C127 1.542, H138 1.090, H139 1.090
127 C -2.2163 -2.0388 2.9856  C126 1.542, O128 1.397, H140 1.090, H141 1.090
128 O -2.7018 -1.9832 4.2942  C127 1.397, C129 1.401
129 C -1.9097 -1.4940 5.3417  O128 1.401, H142 1.090, H143 1.090, H144 1.090
130 H -6.8648 -6.6184 2.5930  C121 1.090
131 H -6.4489 -5.1724 3.5953  C121 1.090
132 H -6.4852 -6.8807 4.2557  C121 1.090
133 H -5.2404 -6.8551 1.0668  C123 1.090
134 H -3.5679 -6.7812 1.5458  C123 1.090
135 H -5.2671 -4.3119 1.6134  C124 1.090
136 H -4.1313 -4.6928 0.3973  C124 1.090
137 H -3.4221 -4.3737 3.2337  N125 1.010
138 H -4.1968 -2.3761 2.3107  C126 1.090
139 H -2.9322 -2.4267 1.0204  C126 1.090
140 H -1.9695 -1.0292 2.6570  C127 1.090
141 H -1.3029 -2.6330 3.0141  C127 1.090
142 H -0.8948 -1.8864 5.2783  C129 1.090
143 H -2.3099 -1.8074 6.3059  C129 1.090
144 H -1.8851 -0.4043 5.3490  C129 1.090
145 C -4.1901 -1.4500 -1.7909  O146 1.426, H154 1.090, H155 1.090, H156 1.090
146 O -4.4034 -0.2565 -1.0395  C145 1.426, C147 1.413
147 C -5.3176 0.6663 -1.5952  O146 1.413, C148 1.552, H157 1.090, H158 1.090
148 C -6.6715 0.0757 -2.0714  C147 1.552, N149 1.467, H159 1.090, H160 1.090
149 N -7.2806 -0.6785 -0.9709  C148 1.467, C150 1.441, H161 1.010
150 C -8.2434 -1.5355 -1.6151  N149 1.441, C151 1.552, H162 1.090, H163 1.090
151 C -8.7974 -2.5549 -0.5835  C150 1.552, O152 1.364, H164 1.090, H165 1.090
152 O -7.8773 -3.5520 -0.4394  C151 1.364, C153 1.412
153 C -8.3442 -4.5698 0.4204  O152 1.412, H166 1.090, H167 1.090, H168 1.090
154 H -3.3717 -1.8838 -1.2163  C145 1.090
155 H -3.8795 -1.2942 -2.8240  C145 1.090
156 H -4.9981 -2.1792 -1.7322  C145 1.090
157 H -4.8042 1.1366 -2.4338  C147 1.090
158 H -5.5080 1.4145 -0.8258  C147 1.090
159 H -6.4092 -0.5753 -2.9054  C148 1.090
160 H -7.2698 0.8867 -2.4868  C148 1.090
161 H -6.6744 -1.2706 -0.4214  N149 1.010
162 H -7.8473 -2.1828 -2.3976  C150 1.090
163 H -9.0008 -0.8993 -2.0728  C150 1.090
164 H -9.7551 -2.9567 -0.9142  C151 1.090
165 H -8.9211 -1.9771 0.3325  C151 1.090
166 H -9.3609 -4.8995 0.2066  C153 1.090
167 H -8.2803 -4.2708 1.4666  C153 1.090
168 H -7.7069 -5.4541 0.4260  C153 1.090
169 C 1.8928 1.6133 7.5110  O170 1.419, H178 1.090, H179 1.090, H180 1.090
170 O 3.1308 1.5951 6.8184  C169 1.419, C171 1.426
171 C 3.0417 2.2348 5.5468  O170 1.426, C172 1.539, H181 1.090, H182 1.090
172 C 4.2205 1.8647 4.6289  C171 1.539, N173 1.457, H183 1.090, H184 1.090
173 N 5.4697 2.0127 5.3637  C172 1.457, C174 1.450, H185 1.010
174 C 6.5845 1.3910 4.6747  N173 1.450, C175 1.543, H186 1.090, H187 1.090
175 C 7.8518 1.4278 5.5539  C174 1.543, O176 1.422, H188 1.090, H189 1.090
176 O 8.9400 0.7145 4.9793  C175 1.422, C177 1.441
177 C 9.5178 1.3283 3.8108  O176 1.441, H190 1.090, H191 1.090, H192 1.090
178 H 1.6563 2.6743 7.5924  C169 1.090
179 H 1.9782 1.2092 8.5197  C169 1.090
180 H 1.1274 0.9633 7.0871  C169 1.090
181 H 3.0165 3.3226 5.6110  C171 1.090
182 H 2.1104 1.9222 5.0745  C171 1.090
183 H 4.2969 2.4641 3.7217  C172 1.090
184 H 4.0045 0.8513 4.2906  C172 1.090
185 H 5.3346 1.9533 6.3629  N173 1.010
186 H 6.7275 1.9715 3.7633  C174 1.090
187 H 6.4019 0.3709 4.3371  C174 1.090
188 H 7.6509 0.9929 6.5330  C175 1.090
189 H 8.1269 2.4724 5.6997  C175 1.090
190 H 8.8585 1.8037 3.0845  C177 1.090
191 H 10.1445 0.6207 3.2681  C177 1.090
192 H 10.2236 2.0482 4.2252  C177 1.090
193 C 1.4679 -1.1029 3.6553  O194 1.417, H202 1.090, H203 1.090, H204 1.090
194 O 0.7630 -0.9322 2.4382  C193 1.417, C195 1.425
195 C 1.3412 -1.6258 1.3353  O194 1.425, C196 1.562, H205 1.090, H206 1.090
196 C 0.6138 -1.0472 0.0796  C195 1.562, N197 1.464, H207 1.090, H208 1.090
197 N 0.7812 0.3891 -0.1491  C196 1.464, C198 1.447, H209 1.010
198 C 0.5834 0.8599 -1.5026  N197 1.447, C199 1.592, H210 1.090, H211 1.090
199 C -0.8495 0.5709 -2.1344  C198 1.592, O200 1.429, H212 1.090, H213 1.090
200 O -1.1437 1.5313 -3.1502  C199 1.429, C201 1.446
201 C -1.6548 2.7895 -2.6541  O200 1.446, H214 1.090, H215 1.090, H216 1.090
202 H 1.4547 -2.1354 4.0044  C193 1.090
203 H 1.0458 -0.4734 4.4387  C193 1.090
204 H 2.5110 -0.8201 3.5138  C193 1.090
205 H 1.0996 -2.6785 1.4815  C195 1.090
206 H 2.4300 -1.6099 1.2861  C195 1.090
207 H -0.4470 -1.2674 0.1990  C196 1.090
208 H 1.0599 -1.5760 -0.7627  C196 1.090
209 H 0.3141 1.0224 0.4840  N197 1.010
210 H 1.3423 0.4917 -2.1930  C198 1.090
211 H 0.7403 1.9382 -1.4784  C198 1.090
212 H -1.5918 0.7132 -1.3490  C199 1.090
213 H -0.9757 -0.4504 -2.4939  C199 1.090
214 H -2.5984 2.7685 -2.1089  C201 1.090
215 H -1.7128 3.4887 -3.4883  C201 1.090
216 H -0.9569 3.2326 -1.9437  C201 1.090
217 C 5.8483 0.6086 -1.1842  O218 1.403, H226 1.090, H227 1.090, H228 1.090
218 O 5.1227 1.6619 -0.6069  C217 1.403, C219 1.439
219 C 4.3604 1.3143 0.5632  O218 1.439, C220 1.535, H229 1.090, H230 1.090
220 C 3.4505 2.5019 0.9066  C219 1.535, N221 1.464, H231 1.090, H232 1.090
221 N 2.3130 2.2355 1.7888  C220 1.464, C222 1.467, H233 1.010
222 C 1.5540 3.4582 2.0747  N221 1.467, C223 1.531, H234 1.090, H235 1.090
223 C 0.1127 3.1375 2.4784  C222 1.531, O224 1.433, H236 1.090, H237 1.090
224 O -0.5803 2.8034 1.2689  C223 1.433, C225 1.419
225 C -1.9094 2.3389 1.4434  O224 1.419, H238 1.090, H239 1.090, H240 1.090
226 H 6.6492 0.2900 -0.5169  C217 1.090
227 H 6.4761 0.9145 -2.0211  C217 1.090
228 H 5.2538 -0.2222 -1.5640  C217 1.090
229 H 5.0382 1.1551 1.4019  C219 1.090
230 H 3.8508 0.3646 0.4009  C219 1.090
231 H 3.0407 2.7459 -0.0736  C220 1.090
232 H 4.0250 3.3724 1.2233  C220 1.090
233 H 1.7729 1.5216 1.3211  N221 1.010
234 H 1.4652 4.0223 1.1463  C222 1.090
235 H 2.0490 4.1563 2.7497  C222 1.090
236 H -0.4485 4.0002 2.8376  C223 1.090
237 H 0.0839 2.3633 3.2451  C223 1.090
238 H -2.0896 1.6675 2.2829  C225 1.090
239 H -2.3404 1.8605 0.5640  C225 1.090
240 H -2.5932 3.1811 1.5497  C225 1.090
241 C -0.4818 -3.1552 -3.2585  O242 1.399, H250 1.090, H251 1.090, H252 1.090
242 O -0.1112 -3.6026 -1.9863  C241 1.399, C243 1.447
243 C -1.0562 -4.4511 -1.2930  O242 1.447, C244 1.531, H253 1.090, H254 1.090
244 C -0.4547 -4.8504 0.0568  C243 1.531, N245 1.477, H255 1.090, H256 1.090
245 N 0.8188 -5.5628 -0.1705  C244 1.477, C246 1.458, H257 1.010
246 C 1.4043 -6.0549 1.0710  N245 1.458, C247 1.527, H258 1.090, H259 1.090
247 C 2.6170 -6.9653 0.8936  C246 1.527, O248 1.455, H260 1.090, H261 1.090
248 O 2.3420 -8.1828 0.1459  C247 1.455, C249 1.425
249 C 3.4464 -9.0827 0.1063  O248 1.425, H262 1.090, H263 1.090, H264 1.090
250 H -0.6023 -4.0006 -3.9359  C241 1.090
251 H 0.2423 -2.4084 -3.5841  C241 1.090
252 H -1.4238 -2.6147 -3.1655  C241 1.090
253 H -1.3078 -5.3646 -1.8317  C243 1.090
254 H -1.9656 -3.8564 -1.2058  C243 1.090
255 H -1.1779 -5.4857 0.5682  C244 1.090
256 H -0.3275 -3.9504 0.6584  C244 1.090
257 H 1.4701 -5.1310 -0.8104  N245 1.010
258 H 0.6955 -6.6831 1.6105  C246 1.090
259 H 1.6838 -5.2218 1.7160  C246 1.090
260 H 3.0438 -7.1913 1.8707  C247 1.090
261 H 3.4308 -6.4193 0.4165  C247 1.090
262 H 4.2239 -8.6246 -0.5051  C249 1.090
263 H 3.2094 -10.0497 -0.3374  C249 1.090
264 H 3.9405 -9.1480 1.0756  C249 1.090

Atom charges from the Löwdin analysis, given in e for atoms 1 to 4: number 1, C, carries -0.09; number 2, O, carries -0.22; number 3, C, carries -0.20; number 4, C, carries -0.18